11 unconnected molecules or ions with the total composition C44H121N11O11 at a distorted geometry. Source: the Open Molecules 2025 dataset; level of theory: ωB97M-V with the def2-TZVPD basis set.

As for the SMILES: COC[C@H](C)N.COC[C@H](C)N.COC[C@H](C)N.COC[C@H](C)N.COC[C@H](C)N.COC[C@H](C)N.COC[C@H](C)N.COC[C@H](C)N.COC[C@H](C)N.COC[C@H](C)N.COC[C@H](C)N. The calculation puts the highest occupied orbital energy at -9.045 eV. Its molar mass is 980.5 g/mol. For the energy above the lowest of the compared OMol25 structures with the same formula, charge and spin, the calculation gives 1006.0 kJ/mol. The HOMO-LUMO gap is 9.48 eV. For the LUMO energy, the calculation gives 0.431 eV. Its charge is 0.

```
187
C44H121N11O11, DFT ωB97M-V with the def2-TZVPD basis set
C 9.39051 6.07593 5.13870
O 9.06529 5.47282 6.29665
C 8.04740 4.49249 6.36972
C 7.61324 4.11491 7.81878
C 8.65393 3.34783 8.56433
N 6.49099 3.21847 7.58494
H 8.93315 5.63378 4.25358
H 10.42472 6.38467 4.98644
H 8.89963 7.04882 5.16314
H 7.26920 4.71225 5.63883
H 8.36700 3.66270 5.73933
H 7.52145 5.05625 8.36056
H 8.97306 2.53694 7.90955
H 8.51893 3.20792 9.63683
H 9.55957 3.95058 8.63227
H 6.95913 2.40320 7.21577
H 5.94903 3.50142 6.78099
C -5.18277 5.62179 7.76920
O -4.25218 5.64874 8.82386
C -3.11330 6.32848 8.53250
C -1.86904 5.87677 9.22368
C -1.91637 6.08381 10.70240
N -0.66435 6.53465 8.69510
H -5.90230 4.93389 8.21326
H -4.89184 5.39972 6.74248
H -5.52482 6.64651 7.62405
H -2.82095 6.29332 7.48302
H -3.19450 7.39222 8.75602
H -1.81705 4.80511 9.03141
H -1.02730 5.53068 11.00526
H -2.69982 5.53228 11.22213
H -1.83914 7.06200 11.17703
H 0.14091 5.93056 8.77712
H -0.42259 7.18937 9.42515
C 0.75799 -7.04231 11.64466
O 1.52852 -5.79345 11.64917
C 0.78953 -4.64674 12.01992
C 1.69518 -3.38974 11.99154
C 2.89839 -3.60032 12.91495
N 0.89676 -2.29764 12.42475
H 1.42421 -7.90197 11.57247
H 0.16815 -6.91764 10.73656
H 0.00057 -7.22949 12.40583
H -0.10496 -4.62344 11.39747
H 0.45294 -4.75702 13.05077
H 2.05929 -3.22667 10.97717
H 2.57532 -3.87324 13.91957
H 3.62192 -2.79246 12.80555
H 3.53434 -4.40579 12.54770
H 1.54299 -1.52198 12.45355
H 0.04917 -2.11226 11.90772
C 5.84092 4.31199 -3.92139
O 6.19599 3.13583 -3.17248
C 5.17484 2.08700 -3.23457
C 5.59149 0.95421 -4.23733
C 4.53338 -0.10412 -4.36861
N 6.83641 0.27644 -4.00335
H 5.70831 4.14526 -4.99036
H 6.62699 5.06636 -3.95492
H 4.92919 4.77791 -3.54755
H 5.07575 1.69159 -2.22366
H 4.17537 2.47366 -3.43376
H 5.64956 1.36494 -5.24531
H 3.50704 0.24499 -4.48193
H 4.57365 -0.67080 -3.43837
H 4.76818 -0.79892 -5.17497
H 7.61894 0.90251 -3.87774
H 7.18384 -0.16705 -4.84163
C -4.95071 3.84108 -11.05684
O -5.17282 2.64261 -11.71380
C -6.19489 2.58475 -12.65553
C -6.21907 1.26917 -13.58560
C -4.98210 1.14156 -14.41478
N -7.39145 1.09596 -14.46125
H -4.14998 3.68658 -10.33360
H -5.84275 4.28163 -10.61158
H -4.53158 4.41716 -11.88180
H -7.07272 2.55046 -12.01028
H -6.15996 3.51789 -13.21777
H -6.20859 0.37380 -12.96405
H -4.07619 1.49133 -13.91972
H -5.14188 1.83145 -15.24341
H -4.84975 0.22592 -14.99115
H -7.78924 1.97839 -14.74967
H -7.01364 0.72192 -15.31999
C 9.36959 -2.18459 3.26482
O 10.66725 -2.43358 3.89798
C 11.32195 -3.61798 3.54383
C 12.44109 -3.98776 4.63889
C 13.68856 -3.13262 4.71764
N 12.76306 -5.42984 4.77809
H 8.77830 -1.36502 3.67318
H 8.74094 -3.05701 3.44308
H 9.45048 -1.92858 2.20839
H 10.58441 -4.41191 3.42626
H 11.76695 -3.50083 2.55573
H 12.06380 -3.69455 5.61857
H 14.43154 -3.24974 3.92873
H 14.16298 -3.25424 5.69140
H 13.38339 -2.08634 4.70147
H 13.10729 -5.58959 5.71408
H 11.86377 -5.88932 4.79341
C -15.09036 0.09491 -7.42945
O -13.69210 0.14591 -7.64958
C -13.04497 0.07546 -6.33773
C -11.52211 -0.15034 -6.60964
C -11.26411 -1.31410 -7.49241
N -10.68645 -0.49013 -5.39883
H -15.44495 -0.79077 -6.90225
H -15.61781 -0.05459 -8.37154
H -15.54909 1.01526 -7.06802
H -13.19279 1.03131 -5.83514
H -13.41746 -0.74355 -5.72243
H -11.27300 0.75090 -7.16983
H -11.75847 -2.23927 -7.19616
H -10.20364 -1.53286 -7.61757
H -11.56956 -1.02234 -8.49723
H -10.68194 0.34320 -4.82819
H -9.79407 -0.57462 -5.86424
C -1.50933 -9.07718 -9.78927
O -2.08327 -8.29957 -8.76841
C -2.98035 -7.32255 -9.24435
C -3.66791 -6.48040 -8.09668
C -2.74140 -5.61880 -7.17208
N -4.34095 -7.38439 -7.19676
H -0.86816 -9.82214 -9.31810
H -0.64623 -8.66751 -10.31397
H -2.15693 -9.72337 -10.38187
H -2.39877 -6.63334 -9.85661
H -3.70415 -7.76759 -9.92712
H -4.40641 -5.75959 -8.44761
H -1.95571 -6.16391 -6.64897
H -3.30261 -5.02716 -6.44881
H -2.09891 -5.11950 -7.89733
H -4.51329 -6.79177 -6.39727
H -3.61610 -7.94304 -6.76942
C -1.17008 1.72595 -0.83474
O -0.25659 1.73419 0.27145
C -0.74517 1.09717 1.45410
C 0.37384 0.88769 2.52139
C -0.05751 0.20278 3.86199
N 0.82756 2.16500 2.92882
H -0.51201 1.92441 -1.68070
H -1.89867 2.53425 -0.77234
H -1.65131 0.80650 -1.16810
H -1.54475 1.66542 1.92933
H -1.10770 0.12938 1.10761
H 1.25392 0.35222 2.16526
H -0.85496 0.65070 4.45490
H 0.75546 -0.07570 4.53255
H -0.37686 -0.78664 3.53461
H 0.18225 2.74770 3.44277
H 1.08217 2.75680 2.15098
C -3.24682 9.40273 1.71128
O -4.12837 9.48828 0.52781
C -5.09661 8.44200 0.69267
C -6.25404 8.43717 -0.32533
C -7.39886 7.61952 0.21553
N -5.98754 7.91709 -1.67706
H -2.78249 8.41686 1.73499
H -3.93447 9.74744 2.48355
H -2.44512 10.13868 1.64991
H -4.59937 7.50329 0.44838
H -5.37617 8.18683 1.71484
H -6.70623 9.42436 -0.42067
H -7.07323 6.61004 0.46663
H -8.31396 7.42270 -0.34299
H -7.87463 8.08560 1.07839
H -6.75756 7.98147 -2.32749
H -5.27864 8.56008 -1.99973
C 2.40335 -7.70047 0.74208
O 2.55454 -8.71921 -0.31354
C 3.03399 -8.20572 -1.51602
C 3.01425 -9.29555 -2.66447
C 3.75273 -8.87775 -3.88743
N 1.55283 -9.64085 -3.03394
H 1.84829 -8.13825 1.57176
H 1.75756 -6.85108 0.51937
H 3.40395 -7.46221 1.10282
H 2.53041 -7.30726 -1.87278
H 4.04264 -7.84381 -1.31664
H 3.47658 -10.24756 -2.40364
H 4.56153 -8.20809 -3.59505
H 3.15035 -8.26906 -4.56176
H 4.03847 -9.68146 -4.56604
H 1.25894 -9.12177 -3.84897
H 1.01052 -9.30315 -2.25166
```

Results of the Löwdin charge analysis, in e, for atoms 1 through 8:
1 C -0.16
2 O -0.18
3 C -0.20
4 C -0.43
5 C -0.08
6 N 0.03
7 H 0.09
8 H 0.09